(1)
CBr2ClNP | ωB97M-V/def2-TZVPD

Charge: +1
Energy, eV: -164411.0359
E_LUMO, eV: -10.53
HOMO, eV: -15.89
Energy relative to the best compared isomer or geometry (same formula, charge and spin), kJ/mol: 305.9
Kohn-Sham gap, eV: 5.36

Each line ends with the natural charge from an NBO analysis.
Geometry (Å):
C (-1.17049, -0.55684, -0.48157)  -0.176
N (-2.16717, -0.89864, -0.91217)  -0.048
P (0.40654, -0.01674, 0.18296)  0.866
Cl (0.15081, 2.84530, 1.84114)  0.086
Br (1.52446, 0.50288, -1.64836)  0.128
Br (1.25585, -1.87596, 1.01800)  0.143

Cartesian forces (eV/Å) of the 3 atoms listed first:
C 2.314 1.144 1.385
N -1.480 -0.512 -0.641
P 0.252 -0.143 -0.892

---

(2)
CBr2F2N2O2 | ωB97M-V/def2-TZVPD

Charge: 0
Energy, eV: -153622.9003
E_LUMO, eV: -2.86
HOMO, eV: -10.66
Energy relative to the best compared isomer or geometry (same formula, charge and spin), kJ/mol: 193.4
Kohn-Sham gap, eV: 7.80

Each line ends with the natural charge from an NBO analysis.
Geometry (Å):
C (0.30923, 0.04825, -0.11795)  0.148
N (0.31468, 0.31202, 1.25370)  0.242
N (-0.79583, 0.54769, -0.97709)  0.452
O (-0.48535, 1.40811, -1.80344)  -0.320
O (-1.80488, -0.05287, -0.79211)  -0.271
F (-0.87760, 0.05314, 1.90295)  -0.169
F (1.24780, -0.54412, 1.87180)  -0.176
Br (2.04419, 0.59973, -0.74377)  0.220
Br (0.04777, -2.37195, -0.59409)  -0.126

Cartesian forces (eV/Å) of the 3 atoms listed first:
C 2.442 -2.853 -1.101
N -0.193 -0.123 1.726
N 0.987 0.939 -0.744

---

(3)
CBr2O2 | ωB97M-V/def2-TZVPD

Charge: 0
Energy, eV: -145215.2506
E_LUMO, eV: -1.05
HOMO, eV: -10.78
Energy relative to the best compared isomer or geometry (same formula, charge and spin), kJ/mol: 11.4
Kohn-Sham gap, eV: 9.72

Each line ends with the natural charge from an NBO analysis.
Geometry (Å):
O (1.04134, 0.22630, -0.32645)  -0.519
C (-0.01565, 0.25984, 0.19383)  0.703
Br (0.02934, 1.01378, 1.93128)  0.024
O (-1.16518, -0.39969, -0.01621)  -0.593
Br (-1.31293, -1.36943, -1.49175)  0.385

Cartesian forces (eV/Å) of the 3 atoms listed first:
O -0.447 -0.227 -1.818
C 1.193 -0.917 1.318
Br -0.930 0.483 0.662

---

(4)
CBr2S | ωB97M-V/def2-TZVPD

Charge: 0
Energy, eV: -151954.0282
E_LUMO (spin up / spin down), eV: -2.92 / -1.94
HOMO (spin up / spin down), eV: -8.55 / -9.88
Energy relative to the best compared isomer or geometry (same formula, charge and spin), kJ/mol: 195.2
Kohn-Sham gap (spin up / spin down), eV: 5.64 / 7.94

Each line ends with the natural charge from an NBO analysis.
Geometry (Å):
C (-0.08782, 0.18183, 0.13297)  -0.368
S (1.34181, -0.37614, -0.12569)  0.361
Br (-1.93109, -2.20252, -0.22618)  -0.295
Br (-1.16825, 1.54800, -0.30437)  0.302

Cartesian forces (eV/Å) of the 3 atoms listed first:
C 0.538 -1.562 -0.988
S -0.833 0.515 0.543
Br 0.489 0.751 0.223

---

(5)
CBr3NO2 | ωB97M-V/def2-TZVPD

Charge: 0
Energy, eV: -216739.9658
E_LUMO (spin up / spin down), eV: -0.68 / -5.76
HOMO (spin up / spin down), eV: -5.94 / -10.02
Multiplicity: 3
Kohn-Sham gap (spin up / spin down), eV: 5.26 / 4.25

Each line ends with the Mulliken spin population.
Geometry (Å):
C (-0.25787, 0.93317, 0.60502)  0.058
N (0.17073, -0.51054, -0.26727)  0.292
O (1.28913, -0.89054, -0.23767)  0.300
O (-0.72337, -0.86036, -0.94600)  0.281
Br (-0.27965, 2.29563, -0.68459)  0.791
Br (-2.08664, 0.72509, 1.25893)  0.156
Br (1.06765, 1.31966, 1.88873)  0.123

Cartesian forces (eV/Å) of the 3 atoms listed first:
C 0.579 -4.260 0.415
N -1.956 2.862 6.850
O 4.502 -0.447 -0.772

---

(6)
CBrClI2 | ωB97M-V/def2-TZVPD

Charge: 0
Energy, eV: -99800.3474
E_LUMO (spin up / spin down), eV: -2.68 / -2.79
HOMO (spin up / spin down), eV: -9.23 / -9.17
Energy relative to the best compared isomer or geometry (same formula, charge and spin), kJ/mol: 156.6
Kohn-Sham gap (spin up / spin down), eV: 6.55 / 6.38

Each line ends with the natural charge from an NBO analysis.
Geometry (Å):
C (0.57771, -0.81906, 0.15439)  -0.656
Cl (-1.65867, 2.93410, -1.24638)  -0.545
Br (-0.22281, -2.45775, -0.20333)  0.232
I (0.00317, 0.95333, -0.86596)  0.675
I (1.30060, -0.61062, 2.16129)  0.294

Cartesian forces (eV/Å) of the 3 atoms listed first:
C -0.022 0.616 0.715
Cl 0.516 -0.558 0.062
Br 0.157 0.243 -0.001